94
Properties=species:S:1:pos:R:3:forces:R:3 method="wB97M-V/def2-TZVPD" homo_energy_ev=-3.694 charge=-1 homo_lumo_gap_ev=5.68 lumo_ev=2.0 spin_multiplicity=1
O 0.188104 -0.031776 -7.889091 -0.1 0.2 -1.9
C 0.084068 1.247577 -8.589876 0.1 0.5 0.8
C -0.080074 0.635894 -9.970871 0.2 -0.6 1.0
H 1.008466 1.808379 -8.445459 -0.1 0.2 0.0
H -0.777414 1.825399 -8.247843 0.1 0.0 0.2
C 0.083384 -0.695583 -9.184285 -0.1 -0.1 -1.2
H 0.759535 0.815848 -10.639569 -0.4 0.2 -0.2
H -1.072716 0.741498 -10.407443 0.3 0.2 -0.2
C 1.330504 -1.405283 -9.643751 0.4 -0.3 0.1
H 2.189559 -0.727609 -9.648042 -0.1 -0.1 0.1
H 1.154572 -1.747847 -10.677110 0.2 0.1 0.3
H 1.573260 -2.276429 -9.026806 0.0 0.1 0.0
C -1.115851 -1.588436 -9.346941 -0.4 -0.4 0.1
H -2.043783 -1.066281 -9.098761 0.1 0.0 0.1
H -1.041164 -2.493388 -8.735888 0.0 0.1 0.0
H -1.172161 -1.895005 -10.403580 0.0 0.1 0.3
Cd 0.173627 0.244151 -0.159656 0.0 -1.1 0.5
C -2.511383 -1.012748 0.554386 -0.1 1.0 0.0
C -2.084714 0.322782 0.808796 -0.6 -0.6 -0.1
C -2.086891 1.032523 -0.454950 0.2 -0.3 -0.2
H -1.923548 0.769211 1.791645 0.1 -0.3 -0.4
C -2.535061 0.108459 -1.455281 -0.2 -0.4 0.5
C -2.778121 -1.136247 -0.827267 -0.3 0.7 -0.2
H -3.179483 -2.025803 -1.314809 0.3 0.2 0.1
H -2.671365 -1.776378 1.311560 0.3 0.2 -0.3
H -1.986783 2.115112 -0.572155 -0.1 -0.3 0.1
H -2.750869 0.357586 -2.491629 0.2 -0.1 0.1
C 0.795535 -2.364762 0.904622 -0.2 -0.1 -0.8
C 0.017252 -3.142456 0.014816 1.0 0.3 0.1
C 0.498186 -2.926323 -1.309661 0.4 0.0 0.4
H -0.795726 -3.806392 0.299841 0.1 0.2 -0.1
C 1.577941 -2.016295 -1.254452 -0.4 -0.3 0.2
C 1.762049 -1.630724 0.120182 -0.5 -0.1 -0.2
H 2.604543 -1.062423 0.516609 -0.3 -0.2 -0.2
H 0.692588 -2.310402 1.988341 -0.1 0.1 -0.4
H 0.124367 -3.415635 -2.208037 0.0 0.2 0.2
H 2.220385 -1.712106 -2.080749 -0.3 0.0 0.2
O 0.337801 0.371463 -2.809965 0.2 0.6 -0.4
C -0.066502 -0.576062 -3.834353 0.2 -0.1 0.3
C -0.421006 0.256687 -5.049745 -0.4 0.2 0.1
H -0.927908 -1.154572 -3.464107 0.4 0.2 0.0
H 0.773044 -1.268462 -4.031504 -0.3 0.3 0.2
C 0.373628 1.561812 -4.870844 0.2 -0.4 -0.2
H -1.498109 0.470783 -5.012238 0.1 0.1 -0.1
H -0.201057 -0.233672 -5.997449 -0.1 0.1 0.5
C 0.441803 1.713066 -3.354279 -0.4 -0.3 0.1
H -0.091632 2.405953 -5.389905 0.1 0.0 0.2
H 1.387132 1.440370 -5.274972 -0.1 0.0 0.0
H -0.403531 2.321796 -2.974205 0.4 -0.3 -0.1
H 1.396673 2.151057 -3.024469 -0.3 -0.1 0.0
C 3.731977 0.196346 5.103372 0.2 0.1 0.2
C 2.707412 -0.922988 4.976422 -0.5 0.4 -0.2
C 3.078211 -1.753312 3.758270 0.1 -0.2 -0.1
C 2.688820 -1.769642 6.249612 0.0 0.0 0.1
O 1.381424 -0.376297 4.851899 0.6 0.0 0.0
Si 0.447775 0.509617 3.813214 -0.3 -0.2 0.4
S 1.342320 0.983526 2.051519 0.6 0.5 -0.4
O -0.933478 -0.400945 3.641872 -0.3 -0.1 0.8
C -1.775883 -0.913602 4.723875 0.5 0.2 -0.6
C -2.827322 -1.795077 4.068718 -0.2 -0.1 -0.1
C -0.975814 -1.744805 5.712773 0.0 -0.3 0.5
C -2.437830 0.222177 5.483073 -0.3 0.2 0.3
O 0.027464 1.830411 4.715850 0.0 0.8 0.2
C -0.207218 3.248545 4.598994 0.2 -0.7 -0.2
C 0.071344 3.792553 3.205324 0.0 0.3 -0.2
C -1.663267 3.524259 4.957196 -0.1 0.1 0.1
C 0.723164 3.958481 5.575850 0.1 0.1 0.2
H 4.725579 -0.254135 5.236140 -0.1 0.2 0.0
H 3.519240 0.824228 5.975970 0.0 0.0 -0.1
H 3.742492 0.813230 4.196755 -0.1 -0.1 0.2
H 2.372403 -2.574751 3.594176 0.1 0.2 0.0
H 4.077849 -2.180112 3.924363 -0.2 0.0 -0.1
H 3.105826 -1.122373 2.860718 -0.1 -0.2 0.2
H 2.424934 -1.146758 7.113938 0.0 -0.1 -0.2
H 1.954756 -2.581583 6.172072 0.1 0.2 0.0
H 3.677391 -2.208053 6.431446 -0.1 0.0 0.0
H -2.352431 -2.624171 3.530338 -0.1 0.2 0.0
H -3.487025 -2.221713 4.836262 0.1 0.1 -0.1
H -3.445128 -1.222314 3.368473 0.2 -0.1 0.1
H -0.287526 -1.127433 6.299857 -0.1 -0.2 -0.2
H -1.683662 -2.217328 6.412030 0.1 0.0 -0.2
H -0.412247 -2.538369 5.208117 0.0 0.2 0.0
H -1.691286 0.840990 5.993502 -0.2 -0.1 -0.2
H -3.039121 0.852428 4.817322 0.2 -0.1 0.1
H -3.106191 -0.204926 6.246163 0.1 0.1 -0.2
H -0.590455 3.350848 2.452860 0.2 0.0 0.1
H -0.110286 4.877317 3.232348 0.0 -0.2 -0.1
H 1.109735 3.615031 2.904476 -0.3 0.0 0.0
H -1.887056 3.189671 5.977503 0.0 0.0 -0.2
H -1.849959 4.603835 4.891119 0.0 -0.2 0.1
H -2.339333 3.015869 4.258439 0.2 0.1 0.2
H 0.551574 3.616830 6.602652 0.0 0.0 -0.1
H 1.770443 3.776180 5.306284 -0.2 0.0 0.1
H 0.539194 5.040004 5.530058 0.1 -0.2 0.1

=====

95
Properties=species:S:1:pos:R:3:forces:R:3 method="wB97M-V/def2-TZVPD" homo_energy_ev="-7.094 / -7.087" charge=0 homo_lumo_gap_ev="5.29 / 5.05" lumo_ev="-1.8 / -2.0" spin_multiplicity=3
Mo -0.622620 -0.155422 -0.588274 3.1 0.0 2.2
C -1.642505 -0.158860 1.436045 -0.8 0.0 1.0
C -1.996932 1.032677 0.729925 -0.4 -0.7 0.5
C -2.683116 0.587254 -0.471490 -0.4 0.1 0.4
Si -1.528435 2.734008 1.381791 0.7 0.5 0.1
C -2.707252 -0.829559 -0.484109 -0.6 -0.1 0.4
C -2.040776 -1.323397 0.704658 -0.3 0.6 0.6
Si -1.648752 -3.056979 1.326960 0.8 -0.5 0.2
H -1.084132 -0.182759 2.381603 -0.2 0.0 -0.5
H -3.095313 1.248898 -1.225726 0.1 -0.2 0.0
H -3.148598 -1.462155 -1.250690 0.2 0.3 0.1
Cl 1.310930 -0.392565 -5.199489 -0.1 -0.1 0.3
C -1.212894 -3.001274 3.138003 -0.3 0.1 0.0
C -3.086946 -4.185711 0.991079 -0.2 0.0 0.1
C -1.241821 2.699499 3.223590 -0.2 -0.1 0.0
C -2.866983 3.966533 0.988573 -0.2 0.1 0.1
H -4.017116 -3.656681 1.233753 0.0 -0.2 0.0
H -2.993172 -5.052033 1.661704 -0.1 0.1 -0.2
H -3.139427 -4.542789 -0.043673 0.0 0.0 0.2
H -0.259367 -2.478927 3.289045 -0.2 -0.1 -0.1
H -1.126653 -4.032196 3.513281 0.0 0.3 0.0
H -2.003632 -2.487244 3.696664 0.2 -0.1 0.1
H -3.842590 3.470329 1.062555 0.1 0.2 0.0
H -2.784550 4.449717 0.009264 -0.1 -0.1 0.2
H -2.812152 4.741223 1.767381 -0.2 -0.1 -0.3
H -1.901024 1.956011 3.683738 0.1 0.2 0.2
H -1.493387 3.694108 3.621865 0.1 -0.3 0.0
H -0.201338 2.467638 3.483243 -0.2 0.0 0.0
C -0.087283 -3.635235 0.416298 -0.5 -0.3 0.3
C 0.117801 3.164476 0.544228 -0.3 0.4 0.1
P -0.001545 -2.692083 -1.114217 0.1 -0.2 -0.2
H -0.113549 -4.724595 0.246679 0.1 0.3 0.0
H 0.786941 -3.391270 1.039461 -0.2 0.1 -0.2
P 0.116800 2.375162 -1.078890 -0.4 0.3 0.1
H 0.955150 2.752931 1.133834 -0.3 0.0 -0.2
H 0.246986 4.256539 0.490177 0.0 -0.3 0.0
C 1.708041 2.838442 -1.906352 0.1 -0.4 -0.4
C -1.188071 3.318143 -2.095211 0.0 -0.6 0.4
C -1.209749 -3.593972 -2.263595 0.0 0.4 0.4
C 1.729027 -2.932210 -1.730501 -0.2 0.3 -0.5
C 2.644553 -1.890508 -1.081847 0.0 0.1 0.3
H 1.672661 -2.736227 -2.816816 0.1 -0.1 0.2
C 2.274704 -4.335424 -1.459313 -0.1 -0.2 -0.2
H 2.258843 -4.561739 -0.387720 0.1 0.0 -0.2
H 3.316112 -4.364194 -1.799013 -0.2 0.0 0.1
H 1.726767 -5.117345 -1.994597 0.2 0.2 0.2
H 2.463284 -0.882531 -1.471053 0.0 -0.2 0.0
H 3.688067 -2.153236 -1.301249 -0.2 0.2 0.0
H 2.515065 -1.856311 0.013500 0.1 -0.1 -0.4
H -2.107894 -3.701277 -1.630235 0.3 0.0 -0.2
C -0.725758 -4.989496 -2.658233 0.0 -0.2 0.0
C -1.599778 -2.804121 -3.518655 -0.1 0.0 -0.2
H -0.462340 -5.615671 -1.796936 0.0 0.1 -0.2
H 0.131315 -4.924453 -3.341441 -0.2 0.0 0.2
H -1.536136 -5.498052 -3.199466 0.2 0.1 0.1
H -2.273721 -1.969317 -3.292253 0.2 -0.2 -0.1
H -2.145247 -3.471430 -4.204908 0.2 0.2 0.2
H -0.724990 -2.409790 -4.054869 -0.2 0.0 0.0
H -2.089822 3.259657 -1.464599 0.2 0.1 -0.2
C -1.508346 2.668449 -3.450220 -0.1 0.1 -0.1
C -0.826193 4.792475 -2.294261 0.0 0.1 0.1
H -0.656062 5.328849 -1.350457 0.0 -0.2 -0.2
H -1.663782 5.286415 -2.807353 0.2 -0.1 0.1
H 0.058387 4.896205 -2.935923 -0.2 0.0 0.2
H -2.086422 1.742479 -3.347904 0.3 0.2 0.0
H -0.604336 2.444835 -4.033604 -0.3 0.0 0.1
H -2.122755 3.364092 -4.043087 0.2 -0.1 0.2
C 2.707493 1.679076 -1.849968 0.2 -0.1 0.0
C 2.318184 4.120962 -1.332056 -0.2 0.2 0.0
H 1.438748 3.002872 -2.963871 0.1 0.0 0.3
H 2.557513 4.005260 -0.269271 0.0 0.0 -0.2
H 1.660899 4.992126 -1.454362 0.2 -0.2 0.1
H 3.248402 4.328659 -1.874364 -0.2 -0.1 0.1
H 2.749950 1.230123 -0.844695 0.1 0.2 -0.3
H 3.710937 2.062943 -2.089180 -0.3 -0.2 0.0
H 2.460718 0.916519 -2.601597 0.0 0.1 0.1
C -0.371976 -0.077109 -2.468446 0.9 0.4 -5.3
H 0.366545 -0.827797 -2.803112 -0.1 0.1 -0.3
H 0.070977 0.803102 -2.957089 -0.2 -0.4 0.0
H -1.279903 -0.276711 -3.056221 0.3 0.0 0.1
O 2.826211 2.437037 3.004188 0.1 -0.4 -0.6
C 2.466578 1.586746 3.969206 -0.2 -0.3 0.2
C 2.404567 2.034572 5.308148 -0.1 -0.3 -0.4
C 1.974188 1.163204 6.299283 0.1 0.0 -0.1
C 1.627624 -0.158853 5.990482 -0.1 -0.3 -0.1
C 1.708482 -0.613602 4.674529 0.1 0.3 0.1
C 2.111901 0.243734 3.645868 0.0 0.7 0.4
C 2.092080 -0.193095 2.207545 0.1 -0.1 0.0
O 1.665092 -1.336714 1.945236 -0.3 0.4 -0.3
O 2.499583 0.667962 1.334724 -0.6 -0.6 0.2
H 2.814964 1.816038 2.136277 0.0 0.6 0.7
H 2.690668 3.065341 5.517034 -0.1 -0.3 0.0
H 1.913138 1.521265 7.328935 0.0 -0.2 -0.3
H 1.294332 -0.840394 6.776315 0.1 0.2 -0.2
H 1.465920 -1.641230 4.405777 0.0 0.2 0.1

=====

Which value of charge does entry 1 give? -1